An isolated ion of composition C18H25N2O2 and charge +1. Source: the Open Molecules 2025 dataset; level of theory: ωB97M-V/def2-TZVPD.

Each line ends with the natural charge from an NBO analysis.
Cartesian coordinates (Å):
C 2.445 -1.777 2.045  -0.42
N 1.086 -2.059 1.567  -0.39
C 0.989 -3.343 0.838  -0.24
C -0.425 -3.913 1.058  -0.09
O -0.753 -3.785 2.421  -0.73
C 0.521 -0.921 0.811  -0.25
C 0.130 0.214 1.778  0.07
O -0.317 -0.412 2.964  -0.74
C -0.961 1.097 1.135  -0.23
N -0.680 1.349 -0.254  -0.51
C 0.521 1.982 -0.602  0.23
C 1.137 1.650 -1.812  -0.27
C 2.345 2.217 -2.166  -0.19
C 2.975 3.112 -1.316  -0.23
C 2.376 3.441 -0.113  -0.17
C 1.163 2.882 0.247  -0.31
C -1.674 1.137 -1.225  0.24
C -2.514 0.025 -1.180  -0.30
C -3.486 -0.160 -2.146  -0.18
C -3.634 0.750 -3.178  -0.23
C -2.805 1.859 -3.228  -0.18
C -1.840 2.056 -2.261  -0.26
H 3.117 -1.655 1.196  0.23
H 2.449 -0.865 2.637  0.24
H 2.803 -2.592 2.671  0.23
H 0.449 -2.161 2.391  0.50
H 1.203 -3.198 -0.221  0.23
H 1.726 -4.032 1.256  0.22
H -0.468 -4.945 0.706  0.21
H -1.165 -3.336 0.496  0.19
H -0.636 -4.617 2.891  0.50
H 1.240 -0.566 0.072  0.25
H -0.378 -1.262 0.295  0.23
H 1.013 0.835 1.994  0.18
H -0.830 0.208 3.492  0.50
H -1.048 2.032 1.707  0.20
H -1.920 0.581 1.209  0.23
H 0.648 0.954 -2.478  0.22
H 2.799 1.955 -3.109  0.22
H 3.919 3.554 -1.593  0.23
H 2.851 4.146 0.552  0.22
H 0.707 3.180 1.179  0.21
H -2.428 -0.706 -0.387  0.19
H -4.129 -1.026 -2.092  0.22
H -4.391 0.600 -3.930  0.22
H -2.919 2.584 -4.019  0.23
H -1.208 2.930 -2.297  0.22

Atoms 1-2, force components in eV/Å:
0.689 0.177 0.299
-0.409 -0.054 0.484

Net charge: +1
HOMO-LUMO gap in eV: 7.90
2S+1: 1
Structure (SMILES): C[N@H+](CCO)C[C@H](O)CN(c1ccccc1)c1ccccc1
Energy above the lowest of the compared OMol25 structures with the same formula, charge and spin in eV: 0.4812
Molar mass in g/mol: 301.41
E_tot in eV: -26140.6237